The following is a quantum chemistry calculation of a 7-piece molecular cluster, C28H42O21 overall in a non-equilibrium geometry, from the OMol25 dataset.

Output
Energy relative to the best compared isomer or geometry (same formula, charge and spin)   322.3 kJ/mol
HOMO-LUMO gap (spin up / spin down)   0.066 / 0.379 hartree
LUMO level (spin up / spin down)   1.5 / 1.5 eV
Molecular weight   714.6 g/mol
Net charge   -1
⟨S²⟩   0.750
HOMO energy (spin up / spin down)   -0.0097 / -0.3247 Eh
Multiplicity   2
Energy   -72710.8155 eV

```
91
C28H42O21 | the OMol25 dataset | the ωB97M-V functional and the def2-TZVPD basis
C -0.52982 4.60639 -1.41967
C -1.42951 4.86190 -2.62405
C -0.87034 6.01741 -3.58058
O 0.24942 5.25179 -4.16705
C -0.09257 4.05389 -4.31803
O 0.53299 3.28669 -4.99336
O -1.09475 3.80436 -3.45880
H -0.97390 4.93589 -0.48035
H 0.42804 5.10730 -1.56001
H -0.50066 3.53562 -1.21790
H -2.49111 5.01717 -2.43172
H -0.64864 6.88278 -2.95602
H -1.69177 6.42770 -4.16796
C 4.79967 -0.32622 1.04515
C 6.07832 -0.56956 0.16123
C 7.39173 -0.35362 0.84511
O 7.79622 -1.60941 1.28987
C 7.31696 -2.51333 0.47990
O 7.75152 -3.70304 0.28106
O 6.16729 -1.99193 -0.10791
H 4.54436 -1.09083 1.77884
H 3.93359 -0.52092 0.41261
H 4.66487 0.67889 1.44475
H 5.88835 0.06194 -0.70665
H 7.03144 0.29512 1.64349
H 8.14253 0.21603 0.29747
C 3.22594 2.15989 3.71026
C 4.58018 2.63077 4.20124
C 5.13321 3.74716 3.27750
O 5.35911 4.91613 4.04665
C 4.88969 4.67814 5.29394
O 4.96220 5.43709 6.25128
O 4.39962 3.40266 5.40490
H 2.64212 3.07578 3.61860
H 2.68360 1.47075 4.35760
H 3.26174 1.61106 2.76920
H 5.36748 1.88146 4.28357
H 4.48024 4.01539 2.44698
H 6.11261 3.53377 2.84932
C -4.28908 -5.93402 2.70652
C -4.66630 -5.33753 1.31374
C -3.66129 -4.36975 0.60475
O -3.39993 -4.85441 -0.65379
C -4.02936 -5.98729 -0.87641
O -4.02829 -6.66801 -1.92504
O -4.52448 -6.42232 0.34836
H -4.29873 -5.11456 3.42520
H -3.27101 -6.32187 2.74116
H -4.89654 -6.80123 2.96543
H -5.70543 -5.00843 1.31102
H -2.73131 -4.31874 1.17099
H -4.10361 -3.37553 0.54156
C -6.10318 0.57783 0.31707
C -7.56987 0.51616 0.53574
C -8.08710 0.79104 1.93434
O -8.62776 2.08616 1.96881
C -8.71186 2.55930 0.69485
O -9.17874 3.66076 0.26827
O -8.10571 1.68135 -0.14116
H -5.67211 1.54351 0.58114
H -6.06310 0.31823 -0.74081
H -5.52533 -0.23127 0.76378
H -8.04247 -0.28068 -0.03852
H -7.19756 0.71275 2.55940
H -8.88431 0.10069 2.20998
C -2.26311 -0.16468 0.45269
C -0.82521 -0.67243 0.11395
C 0.16381 0.30320 -0.24082
O 1.24863 0.15897 0.67375
C 0.68181 -0.49291 1.71564
O 0.89508 -0.22787 2.87564
O -0.27179 -1.23502 1.30824
H -2.91385 -0.91745 0.89763
H -2.89730 0.33368 -0.28048
H -2.13960 0.67599 1.13543
H -0.91245 -1.50006 -0.58999
H -0.21701 1.30823 -0.05919
H 0.53948 0.10938 -1.24551
C 1.59825 -1.59977 -3.51410
C 2.01097 -3.07577 -3.83381
C 2.11302 -3.36968 -5.32274
O 3.54639 -3.52361 -5.54654
C 4.17404 -3.46959 -4.32712
O 5.37481 -3.52149 -4.06685
O 3.26576 -3.18771 -3.31855
H 1.22101 -1.48479 -2.49794
H 0.72137 -1.44184 -4.14199
H 2.21134 -0.74427 -3.79755
H 1.29455 -3.78801 -3.42447
H 1.68094 -2.62499 -5.99119
H 1.58182 -4.29130 -5.56054
```


The following is a quantum chemistry calculation of C28H43AsB2BrN8O8S as an isolated structure in a non-equilibrium geometry, from the OMol25 dataset.

Output
HOMO-LUMO gap   0.292 hartree
LUMO level   2.1 eV
Molecular weight   828.2 g/mol
Net charge   -1
HOMO energy   -0.2130 Eh
Energy   -201108.4725 eV

```
92
C28H43AsB2BrN8O8S | the OMol25 dataset | the ωB97M-V functional and the def2-TZVPD basis
C 0.35974 -1.41794 5.44826
O 0.09928 -1.32230 4.06686
C 0.47536 -2.44505 3.31531
As 0.77207 -2.02158 1.37139
Br 1.04095 -1.38048 -1.00069
O -1.18684 -1.62403 1.32938
C -1.87946 -1.68864 0.29524
N -2.52106 -1.74784 -0.66212
O 1.21290 -0.32639 1.81957
B 0.71223 0.80407 1.23938
O 1.57328 1.61208 0.51465
O -0.57953 1.21263 1.50694
B 0.36311 -4.01155 0.76163
N 0.20396 -4.98601 1.77823
O 0.25279 -4.39315 -0.55278
S 3.18961 -2.45369 1.57572
C 3.61578 -4.12103 1.13123
O 3.86792 -1.64040 0.57510
O 3.67832 -2.19830 2.92483
H 0.50930 -2.45311 5.76221
H -0.50590 -1.03811 5.99100
H 1.23462 -0.82330 5.71058
H 1.37732 -2.91104 3.72169
H -0.34566 -3.16672 3.33844
H 1.10802 2.10244 -0.17007
H -0.97020 1.72011 0.78830
H 0.32382 -5.92963 1.42609
H 0.80165 -4.87731 2.58694
H -0.66676 -4.47715 -0.83914
H 3.39619 -4.29278 0.08248
H 4.69689 -4.15232 1.26956
H 3.17533 -4.86473 1.79032
N -4.89698 -5.01632 -1.57116
C -5.22037 -6.02443 -2.43973
C -4.10489 -6.30641 -3.18090
C -3.07160 -5.43054 -2.73928
C -3.59332 -4.64632 -1.74415
H -5.52228 -4.60063 -0.90709
H -6.20851 -6.45073 -2.45656
H -4.03606 -7.05292 -3.95448
H -2.06234 -5.37983 -3.11290
H -3.15800 -3.85666 -1.15216
N 6.63642 -1.28660 1.75443
C 6.91147 -2.32497 2.58658
C 8.27643 -2.43659 2.69760
C 8.84583 -1.41397 1.89095
C 7.80173 -0.72691 1.32325
H 5.70209 -1.00177 1.48651
H 6.11363 -2.89722 3.02610
H 8.80349 -3.16777 3.28821
H 9.89304 -1.20810 1.74244
H 7.79378 0.11269 0.64967
N -1.02510 1.82931 -2.96058
C -0.21297 2.61498 -3.72321
C -0.74297 3.87927 -3.73075
C -1.92325 3.85092 -2.93763
C -2.06718 2.56808 -2.47683
H -0.88008 0.85138 -2.77740
H 0.66975 2.21241 -4.18849
H -0.33232 4.72860 -4.24843
H -2.58544 4.67491 -2.73122
H -2.81819 2.11864 -1.85015
N 0.20959 -6.95389 4.78541
C 1.50024 -7.35791 4.58020
C 1.46611 -8.64753 4.12139
C 0.09867 -9.03351 4.04611
C -0.65002 -7.96474 4.46054
H -0.06430 -6.04744 5.11726
H 2.32766 -6.69717 4.77521
H 2.32351 -9.24667 3.86609
H -0.28864 -9.98403 3.72098
H -1.71480 -7.83738 4.54658
N 0.19285 7.41351 -3.71983
C -0.29238 8.07274 -4.81433
C -1.16874 9.02813 -4.37397
C -1.21046 8.93453 -2.95392
C -0.35909 7.92808 -2.58272
H 0.85140 6.65679 -3.74540
H 0.02527 7.80882 -5.80785
H -1.71582 9.71741 -4.99572
H -1.79179 9.54078 -2.27907
H -0.10285 7.53693 -1.61388
N -4.44456 9.97546 -3.18827
C -4.92865 10.63464 -4.28198
C -5.81325 11.58424 -3.84381
C -5.86248 11.49174 -2.42541
C -5.00625 10.48914 -2.05410
H -3.77730 9.22374 -3.21556
H -4.60423 10.37419 -5.27448
H -6.36302 12.26808 -4.46803
H -6.45708 12.09115 -1.75712
H -4.75046 10.10091 -1.08349
```


The following is a quantum chemistry calculation of a 2-piece molecular cluster, C28H43BF6N3O8S2 overall in a non-equilibrium geometry, from the OMol25 dataset.

Output
HOMO-LUMO gap   0.273 hartree
LUMO level   -4.5 eV
Molecular weight   738.6 g/mol
Net charge   +1
HOMO energy   -0.4382 Eh
Energy   -89213.6736 eV

```
91
C28H43BF6N3O8S2 | the OMol25 dataset | the ωB97M-V functional and the def2-TZVPD basis
C 7.87219 0.67964 0.20524
C 6.82013 0.61043 -0.58030
C 5.73671 0.85193 -1.76351
C 4.49209 -0.14298 -1.57684
C 3.49293 0.12637 -0.36441
C 2.50841 1.44896 -0.37021
C 3.34751 2.74855 -0.06410
F 2.71789 3.73881 0.81615
F 3.77162 3.63495 -1.10289
F 4.62586 2.50643 0.61233
C 1.68315 1.13095 1.04611
C 2.59630 0.94798 2.37387
C 2.79231 -0.60039 2.79252
C 3.61252 -0.92688 4.09340
C 4.11028 0.41465 4.76412
C 3.87637 1.86037 4.25050
N 3.10873 2.07900 3.08521
C 0.28100 1.85910 1.23938
B 0.02161 2.86922 2.47853
N 0.28653 4.36556 2.49677
O -0.46986 2.32770 3.75007
C -0.04700 2.59625 -0.14646
F -1.33605 3.19703 0.07862
C 0.08738 1.47131 -1.30292
O -0.30629 0.16153 -1.05778
C -1.56911 -0.41535 -1.16076
C -2.69396 -0.03107 -0.02002
C -2.36753 -1.05855 1.22282
C -4.20999 -0.14407 -0.55772
C -5.21164 0.85315 0.22395
C -5.16644 2.37931 -0.38372
C -4.93219 1.00333 1.80617
S -1.02410 2.18112 -2.63270
O -2.50109 2.21855 -2.28137
O -0.73936 3.65278 -2.96351
F -1.08072 1.20437 -4.05241
N 1.60168 1.40720 -1.60308
C 1.97082 2.10686 -2.83946
C 3.33066 2.02822 -3.64942
O 3.62543 1.09920 -4.48624
F 4.33477 3.08627 -3.77454
H 8.84698 0.85948 0.80499
H 6.25444 0.57044 -2.77128
H 5.48722 1.96820 -1.84227
H 3.88261 -0.40320 -2.51035
H 5.00514 -1.16386 -1.30458
H 4.20525 0.07254 0.53802
H 2.87227 -0.86587 -0.30609
H 1.33604 0.03244 0.81774
H 2.30633 -1.44486 2.15255
H 3.78352 -1.98363 4.49750
H 4.71738 0.29606 5.74600
H 4.34138 2.74645 4.84361
H -0.58648 1.07829 1.36202
H 1.26271 4.48111 2.86371
H 0.29090 4.76131 1.54240
H -0.74203 3.11191 4.30091
H 0.63605 3.46314 -0.45807
H -2.16620 -0.34852 -2.16550
H -1.46112 -1.57428 -1.02088
H -2.54892 1.02118 0.41591
H -2.82977 -2.09846 1.03005
H -1.21353 -1.23868 1.28413
H -2.73762 -0.65003 2.23633
H -4.23660 0.14160 -1.67921
H -4.58226 -1.23698 -0.38191
H -6.29144 0.46162 0.10764
H -5.21400 2.40384 -1.53096
H -4.26995 2.97462 0.05744
H -6.11423 2.89583 0.05944
H -3.91453 1.53575 2.02003
H -5.73252 1.66370 2.33483
H -4.84011 -0.03264 2.33283
H 1.72703 0.38942 -1.87728
H 1.75284 3.24634 -2.71005
H 1.32754 1.63920 -3.70356
O -2.81600 -3.98284 -0.72529
S -3.81557 -4.96773 -1.06116
O -4.82296 -5.38164 -0.12054
O -3.07976 -6.28458 -1.65036
C -2.05903 -6.90201 -0.86924
C -2.64300 -7.72177 0.26564
C -4.61944 -4.47393 -2.56128
H -1.35176 -6.15481 -0.49496
H -1.50278 -7.56366 -1.53888
H -3.13028 -7.07986 1.00385
H -1.86095 -8.28882 0.77555
H -3.40041 -8.41547 -0.10865
H -3.86204 -4.20382 -3.29649
H -5.24940 -3.61234 -2.33594
H -5.23417 -5.29974 -2.91988
```


Q: Among the records above, which one has the highest molecular weight?
A: C28H43AsB2BrN8O8S